Record 1
Computed, not measured: a structure of composition C44H70KN5OPS, with wB97M-V/def2-TZVPD.

Last column: Mulliken spin population.
Cartesian coordinates (Å):
K: 0.47 -0.47 0.36  -0.002
C: -0.12 -2.83 2.72  -0.002
C: -0.86 -1.80 3.33  -0.001
C: 0.08 -0.81 3.74  0.002
C: 1.35 -1.25 3.31  0.000
C: 1.23 -2.49 2.70  0.001
C: 2.37 -3.37 2.25  0.000
C: 3.13 -3.89 3.49  0.000
C: 1.88 -4.58 1.45  -0.001
C: 3.35 -2.58 1.37  0.000
C: -0.06 0.50 4.51  0.000
C: -0.86 0.34 5.81  0.000
C: -0.67 1.60 3.62  0.000
C: 1.31 1.03 4.96  0.000
C: -2.36 -1.98 3.55  0.000
C: -2.61 -2.60 4.93  0.000
C: -2.93 -2.96 2.51  -0.001
C: -3.21 -0.71 3.39  0.004
H: -0.52 -3.76 2.37  0.000
H: 2.29 -0.74 3.48  0.000
H: 2.45 -4.45 4.13  0.000
H: 3.52 -3.05 4.07  0.000
H: 3.96 -4.54 3.21  0.000
H: 1.26 -5.22 2.07  0.000
H: 2.72 -5.17 1.09  0.000
H: 1.29 -4.24 0.60  0.000
H: 3.72 -1.71 1.90  0.000
H: 2.85 -2.25 0.47  0.000
H: 4.20 -3.20 1.09  0.000
H: -1.91 0.13 5.63  0.000
H: -0.81 1.26 6.41  0.000
H: -0.44 -0.47 6.40  0.000
H: -1.57 1.27 3.13  0.000
H: 0.05 1.87 2.85  0.002
H: -0.89 2.49 4.22  0.000
H: 1.83 0.29 5.56  0.000
H: 1.18 1.94 5.56  0.000
H: 1.93 1.29 4.11  0.000
H: -2.08 -3.55 5.01  0.000
H: -3.67 -2.78 5.09  0.000
H: -2.24 -1.96 5.73  0.000
H: -2.56 -3.97 2.67  0.000
H: -2.66 -2.65 1.51  0.001
H: -4.02 -2.99 2.59  0.000
H: -2.96 0.05 4.12  0.000
H: -4.26 -0.97 3.53  0.000
H: -3.08 -0.30 2.39  -0.003
O: 2.45 0.66 -0.36  -0.001
N: 3.36 1.51 -0.69  0.001
C: 3.84 2.36 0.23  0.000
C: 4.76 3.35 -0.06  0.000
C: 5.20 3.48 -1.38  0.000
C: 4.75 2.58 -2.31  0.000
C: 3.86 1.55 -1.98  0.000
S: 3.41 0.38 -3.10  0.000
H: 3.44 2.23 1.22  0.000
H: 5.10 4.01 0.72  0.000
H: 5.88 4.28 -1.66  0.000
H: 5.06 2.64 -3.35  0.000
C: -0.27 -1.04 -5.74  -0.003
C: 0.32 -0.20 -4.62  0.001
N: 0.54 -1.06 -3.49  0.000
C: -0.46 -1.86 -3.02  -0.003
N: -0.46 -2.17 -1.78  -0.001
C: -1.49 -3.04 -1.27  0.010
C: -2.02 -4.01 -2.33  -0.003
C: -2.43 -3.17 -3.53  0.018
N: -1.30 -2.40 -3.99  -0.004
C: -1.55 -1.66 -5.21  -0.010
H: 0.44 -1.82 -6.01  0.000
H: -0.48 -0.43 -6.62  -0.001
H: -0.37 0.62 -4.36  -0.003
H: 1.29 0.23 -4.90  0.001
H: 1.14 -0.68 -2.77  -0.003
H: -2.31 -2.43 -0.90  0.003
H: -1.08 -3.59 -0.42  0.001
H: -2.86 -4.59 -1.96  -0.001
H: -1.22 -4.69 -2.63  0.000
H: -3.27 -2.50 -3.25  -0.008
H: -2.77 -3.81 -4.36  0.000
H: -2.29 -0.87 -5.03  0.003
H: -1.96 -2.37 -5.94  0.000
C: -3.13 5.82 0.49  0.001
C: -2.46 4.68 1.25  0.027
C: -3.55 3.94 2.04  -0.005
C: -1.45 5.26 2.25  0.002
P: -1.64 3.23 0.24  0.002
C: -2.93 2.78 -0.92  0.077
C: -3.37 1.34 -0.87  0.086
C: -4.82 1.21 -1.15  0.038
C: -5.39 2.04 -2.06  0.022
C: -4.71 3.20 -2.51  0.064
C: -3.54 3.58 -1.86  -0.024
C: -0.24 3.99 -0.85  -0.004
C: -0.09 3.01 -2.02  -0.017
C: -0.40 5.41 -1.40  0.005
C: 1.03 3.93 -0.01  0.001
H: -3.69 6.45 1.19  0.000
H: -3.84 5.42 -0.23  0.006
H: -2.41 6.45 -0.03  -0.001
H: -4.11 4.64 2.66  0.000
H: -3.10 3.18 2.67  -0.002
H: -4.24 3.45 1.35  -0.002
H: -1.96 5.92 2.95  0.000
H: -0.68 5.83 1.75  0.000
H: -0.99 4.45 2.81  0.000
H: -3.07 0.85 0.07  -0.003
H: -5.35 0.36 -0.76  -0.001
H: -6.41 1.88 -2.39  0.011
H: -5.17 3.85 -3.24  0.000
H: -3.15 4.57 -2.09  0.025
H: -0.90 3.13 -2.74  0.002
H: -0.12 1.98 -1.65  0.029
H: 0.86 3.16 -2.53  -0.004
H: -1.33 5.52 -1.95  -0.001
H: 0.42 5.62 -2.09  0.000
H: -0.36 6.15 -0.60  0.000
H: 1.19 2.91 0.33  -0.001
H: 0.97 4.59 0.86  0.000
H: 1.89 4.24 -0.61  0.000
N: -2.85 0.80 -3.26  0.018
C: -2.62 0.63 -2.05  0.560
H: -3.58 1.45 -3.59  0.093

Output
Multiplicity ... 2
Molecular weight ... 787.22 g/mol
Maximum force ... 0.0224 hartree/bohr
Gap between HOMO and LUMO (spin up / spin down) ... 4.64 / 5.49 eV
HOMO (spin up / spin down) ... -0.60 / -1.46 eV
⟨S²⟩ ... 0.763
Charge ... -2



Record 2
Computed, not measured: a structure of composition C34H22ClF5MgN4O3, with wB97M-V/def2-TZVPD.

Last column: Mulliken charge in e.
Cartesian coordinates (Å):
Mg: 0.05 -0.12 0.27  3.196
C: 1.63 -4.19 -0.29  -1.742
C: 1.74 -2.68 -0.16  0.870
O: 0.64 -2.06 -0.21  -0.153
C: 2.99 -2.11 0.03  -1.335
C: 3.23 -0.71 0.25  1.097
C: 4.65 -0.28 0.50  -1.524
N: 2.27 0.16 0.23  0.250
N: 2.67 1.49 0.47  -1.007
C: 1.63 2.21 0.76  0.050
O: 0.41 1.83 0.87  -1.083
C: 1.90 3.67 1.02  0.363
C: 3.13 4.25 0.69  -0.433
C: 3.36 5.59 0.94  -0.594
C: 2.38 6.38 1.53  -0.311
C: 1.15 5.81 1.86  -0.737
C: 0.92 4.46 1.60  -0.175
H: 1.34 -4.61 0.68  0.214
H: 2.58 -4.64 -0.59  0.411
H: 0.85 -4.42 -1.01  0.244
H: 3.85 -2.77 0.06  0.104
H: 5.30 -1.15 0.58  0.380
H: 4.71 0.32 1.41  0.317
H: 5.00 0.36 -0.31  0.262
H: 3.88 3.62 0.23  0.440
H: 4.31 6.03 0.67  0.356
H: 2.56 7.43 1.73  0.351
H: 0.38 6.41 2.32  0.364
H: -0.02 3.99 1.85  0.423
Cl: 0.04 -6.17 4.40  -0.320
C: 0.05 -4.54 3.73  0.208
C: 1.04 -3.62 4.14  -0.543
C: 1.05 -2.35 3.64  -0.649
C: 0.08 -1.89 2.68  0.037
O: 0.12 -0.70 2.26  -0.911
C: -0.90 -2.86 2.28  0.651
C: -1.95 -2.54 1.35  0.123
N: -2.07 -1.40 0.78  0.226
C: -3.17 -1.10 -0.04  0.420
C: -4.16 -1.95 -0.44  -0.880
C: -5.21 -1.51 -1.28  -0.892
C: -5.27 -0.21 -1.70  -0.902
C: -4.26 0.70 -1.30  1.279
C: -4.24 2.06 -1.70  -0.859
C: -3.24 2.87 -1.27  -0.754
C: -2.22 2.33 -0.44  -0.378
N: -2.21 1.08 -0.07  -0.062
C: -3.22 0.26 -0.48  0.124
C: -0.89 -4.16 2.82  -0.788
H: 1.79 -3.94 4.85  0.373
H: 1.81 -1.64 3.93  0.413
H: -2.67 -3.35 1.17  -0.063
H: -4.14 -2.99 -0.14  0.285
H: -5.97 -2.21 -1.59  0.358
H: -6.07 0.13 -2.35  0.355
H: -5.03 2.43 -2.36  0.372
H: -3.19 3.91 -1.57  0.406
H: -1.37 2.92 -0.12  0.391
H: -1.65 -4.87 2.49  0.336
F: 0.63 2.24 -2.13  -0.367
C: 0.20 1.11 -2.78  0.402
C: -0.29 0.04 -2.08  -0.414
C: -0.72 -0.98 -2.89  0.241
F: -1.26 -2.12 -2.37  -0.374
C: -0.66 -0.98 -4.28  -0.004
F: -1.10 -2.02 -5.02  -0.365
C: -0.14 0.13 -4.92  0.828
F: -0.08 0.17 -6.27  -0.366
C: 0.29 1.20 -4.16  -0.177
F: 0.79 2.29 -4.79  -0.359

Output
Molecular weight ... 689.32 g/mol
Maximum force ... 0.0081 hartree/bohr
Gap between HOMO and LUMO ... 5.26 eV
HOMO ... -0.97 eV
Charge ... -2



Record 3
Computed, not measured: a structure of composition C14H23BMgN6, with wB97M-V/def2-TZVPD.

Last column: Mulliken charge in e.
Cartesian coordinates (Å):
H: 0.56 3.05 0.59  0.343
N: 0.12 1.52 -0.81  -0.128
B: -0.25 0.17 -2.95  0.002
N: 0.13 1.49 -2.20  0.115
C: 0.48 2.69 -2.69  -0.103
Mg: -0.26 -0.21 0.41  0.848
H: 0.54 2.84 -3.76  0.446
C: 0.72 3.54 -1.61  -1.103
H: 1.01 4.57 -1.65  0.405
C: 0.48 2.76 -0.46  -0.157
H: -0.16 0.31 -4.14  -0.117
C: -1.07 -2.02 1.46  -0.983
H: -1.07 -1.92 2.56  0.266
H: -0.34 -2.79 1.16  0.311
H: -2.06 -2.31 1.09  0.361
N: -1.68 -0.22 -2.52  0.085
N: 0.72 -0.93 -2.43  0.062
N: -1.95 -0.39 -1.18  -0.088
N: 0.81 -1.19 -1.07  -0.006
C: -2.80 -0.43 -3.25  -0.115
C: 1.58 -1.71 -3.10  -0.064
H: -2.77 -0.33 -4.33  0.428
H: 1.64 -1.62 -4.18  0.448
C: -3.84 -0.74 -2.36  -1.129
C: 2.24 -2.52 -2.19  -1.189
C: -3.24 -0.70 -1.07  -0.259
C: 1.73 -2.16 -0.93  -0.142
H: -4.86 -0.97 -2.60  0.372
H: 2.98 -3.26 -2.40  0.418
H: -3.70 -0.89 -0.11  0.454
H: 1.99 -2.55 0.06  0.369
H: -1.61 0.41 1.40  -0.287
C: -0.29 0.30 3.94  -1.406
C: 0.96 0.84 3.22  1.310
C: 2.16 0.80 4.17  -1.533
C: 1.28 0.11 1.94  -1.382
H: -0.16 -0.75 4.22  0.270
H: -1.19 0.37 3.32  0.248
H: -0.47 0.88 4.85  0.437
H: 0.77 1.90 2.95  -0.017
H: 2.39 -0.24 4.46  0.350
H: 3.04 1.22 3.69  0.388
H: 1.93 1.38 5.07  0.419
H: 2.00 0.62 1.30  0.493
H: 1.51 -0.95 2.11  0.559

Output
Molecular weight ... 310.50 g/mol
Maximum force ... 0.0529 hartree/bohr
Gap between HOMO and LUMO (spin up / spin down) ... 7.04 / 6.51 eV
HOMO (spin up / spin down) ... -8.00 / -8.05 eV
Charge ... 0



What is the molecular weight in the third record? 310.50 g/mol



Among the records above, which one has the highest molecular weight? C44H70KN5OPS